# 1
The following is a quantum chemistry calculation of a structure of composition C36H36N7PSbSe4W, from the Open Molecules 2025 dataset.

Positions of all 86 atoms, in Å:
1 W 1.100 -0.415 -1.092
2 N 3.016 -0.156 0.340
3 C 2.976 0.325 1.712
4 C 3.831 -0.158 2.683
5 C 3.773 0.410 3.951
6 C 2.885 1.446 4.221
7 C 2.027 1.912 3.234
8 C 2.062 1.330 1.969
9 P 1.014 1.781 0.572
10 C 1.936 3.101 -0.271
11 C 1.361 3.819 -1.326
12 C 2.048 4.864 -1.918
13 C 3.325 5.196 -1.477
14 C 3.908 4.481 -0.445
15 C 3.218 3.439 0.163
16 C -0.446 2.493 1.365
17 C -0.950 3.747 1.027
18 C -2.058 4.251 1.696
19 C -2.658 3.518 2.708
20 C -2.146 2.276 3.067
21 C -1.050 1.763 2.396
22 H 3.500 -1.053 0.299
23 H 3.611 0.474 -0.201
24 H 4.545 -0.944 2.463
25 H 4.436 0.051 4.726
26 H 2.861 1.892 5.206
27 H 1.334 2.714 3.449
28 H 0.357 3.598 -1.669
29 H 1.583 5.430 -2.715
30 H 3.857 6.020 -1.934
31 H 4.897 4.743 -0.091
32 H 3.678 2.925 0.997
33 H -0.476 4.353 0.270
34 H -2.440 5.228 1.433
35 H -3.514 3.922 3.234
36 H -2.596 1.714 3.875
37 H -0.646 0.807 2.706
38 C 0.516 -2.691 2.822
39 C 0.702 -1.679 1.880
40 N 0.702 -1.893 0.566
41 C 0.448 -3.168 0.144
42 C 0.260 -4.243 1.016
43 C 0.315 -3.979 2.397
44 C -0.023 -5.545 0.484
45 C -0.159 -5.733 -0.846
46 C -0.021 -4.632 -1.756
47 C -0.205 -4.754 -3.146
48 C -0.067 -3.644 -3.941
49 C 0.260 -2.420 -3.360
50 N 0.425 -2.275 -2.048
51 C 0.294 -3.367 -1.254
52 H 0.534 -2.439 3.873
53 H 0.859 -0.668 2.212
54 H 0.176 -4.786 3.106
55 H -0.140 -6.371 1.174
56 H -0.384 -6.712 -1.248
57 H -0.450 -5.718 -3.575
58 H -0.194 -3.695 -5.013
59 H 0.405 -1.545 -3.977
60 Se 4.349 2.282 -3.639
61 Sb 2.834 0.691 -4.365
62 Se 3.066 -1.024 -2.281
63 Se 0.423 1.090 -2.679
64 Se 1.573 -0.152 -6.116
65 C -2.312 -1.355 -1.959
66 N -1.655 -0.532 -0.871
67 C -2.156 -1.106 0.432
68 N -3.593 -1.130 0.526
69 C -4.133 -1.935 -0.572
70 N -3.748 -1.372 -1.869
71 C -4.269 -0.006 -1.963
72 N -3.727 0.817 -0.882
73 C -2.293 0.842 -0.985
74 C -4.113 0.235 0.403
75 H -1.966 -2.383 -1.873
76 H -2.006 -0.935 -2.921
77 H -1.749 -0.498 1.239
78 H -1.793 -2.130 0.516
79 H -5.219 -1.963 -0.499
80 H -3.753 -2.957 -0.493
81 H -5.355 -0.030 -1.894
82 H -3.990 0.425 -2.925
83 H -1.883 1.466 -0.198
84 H -2.031 1.255 -1.958
85 H -5.199 0.214 0.480
86 H -3.715 0.850 1.211

Forces on the atoms, in the same order (eV/Å):
W -0.62 0.60 0.14
N -0.04 -0.08 0.06
C 0.02 -0.01 -0.06
C 0.00 0.01 0.00
C -0.02 0.03 0.01
C 0.02 -0.03 0.00
C -0.01 -0.02 -0.01
C 0.01 0.02 0.03
P 0.05 -0.04 0.04
C -0.02 -0.03 -0.03
C 0.00 0.02 0.01
C -0.01 0.00 0.00
C 0.01 -0.01 0.01
C 0.00 0.02 -0.01
C -0.01 -0.01 0.03
C -0.02 -0.05 0.00
C 0.02 -0.03 -0.01
C -0.01 0.01 0.01
C 0.00 0.01 0.00
C 0.01 -0.01 -0.01
C -0.01 0.03 -0.02
H 0.01 0.00 0.02
H -0.03 0.01 -0.05
H 0.00 0.00 0.00
H 0.00 0.00 0.00
H 0.00 0.00 0.00
H -0.01 0.00 0.01
H -0.03 0.02 0.01
H 0.00 0.00 0.00
H 0.00 0.00 -0.01
H 0.00 0.00 0.00
H 0.00 0.00 -0.01
H 0.01 0.01 -0.04
H 0.00 0.00 0.00
H 0.00 0.00 0.00
H 0.00 0.00 0.00
H -0.01 -0.01 0.01
C 0.00 0.00 -0.02
C -0.02 -0.04 -0.01
N -0.02 0.03 0.03
C -0.02 0.01 0.02
C -0.02 -0.06 0.01
C 0.02 0.01 0.02
C 0.01 0.02 0.00
C 0.02 0.02 -0.02
C -0.02 -0.06 0.00
C 0.01 -0.03 0.03
C 0.02 0.07 0.00
C -0.04 -0.10 -0.01
N 0.03 0.10 0.05
C -0.02 0.00 -0.05
H 0.00 0.00 0.00
H 0.01 0.02 0.02
H 0.00 0.00 0.00
H 0.00 0.00 0.00
H 0.00 0.00 0.00
H 0.00 0.00 0.00
H 0.00 0.00 0.00
H -0.01 0.01 -0.01
Se -0.10 -0.08 -0.07
Sb 0.33 0.05 0.08
Se 0.56 -0.19 -0.49
Se -0.05 -0.28 0.27
Se -0.03 0.03 0.03
C 0.03 0.00 -0.01
N -0.12 -0.01 0.00
C 0.03 0.00 -0.02
N 0.01 0.01 -0.01
C -0.01 -0.02 0.01
N 0.02 0.00 0.00
C -0.01 0.00 0.00
N 0.02 0.00 0.00
C 0.03 -0.02 -0.02
C 0.00 -0.01 0.00
H 0.01 -0.01 0.00
H 0.00 -0.01 -0.01
H 0.00 0.00 0.02
H 0.01 -0.02 0.00
H 0.00 0.00 0.00
H 0.00 0.00 0.00
H 0.00 0.00 0.00
H 0.00 0.00 0.00
H 0.01 0.04 0.03
H 0.00 0.00 0.01
H 0.00 0.00 0.00
H 0.01 0.01 0.01

The total charge is +3.

---

# 2
The following is a quantum chemistry calculation of the molecule H3O2PS at a distorted geometry, from the Open Molecules 2025 dataset.

Positions of all 7 atoms, in Å:
1 O 1.161 0.092 -0.857
2 O -0.792 -0.966 0.495
3 P 1.213 -0.776 0.417
4 S -1.538 0.115 -0.429
5 H 0.340 0.170 -1.396
6 H 1.553 0.284 1.257
7 H -1.937 1.081 0.514

Forces on the atoms, in the same order (eV/Å):
O 0.73 1.25 -2.48
O 2.61 0.38 0.50
P -2.29 -2.28 0.86
S -1.50 0.67 0.64
H 0.22 0.10 0.41
H -0.35 0.60 0.89
H 0.58 -0.72 -0.82

The SMILES is OPOS. The energy above the lowest of the compared OMol25 structures with the same formula, charge and spin comes out at 3.337 eV.

---

# 3
The following is a quantum chemistry calculation of a cluster of 8 separate species, C7H28O7 in total at a distorted geometry, from the Open Molecules 2025 dataset.

Positions of all 42 atoms, in Å:
1 C 1.208 1.319 -2.106
2 C 0.288 0.224 -1.591
3 C -1.016 0.776 -0.994
4 C -0.826 1.319 0.465
5 C -2.901 0.514 1.557
6 C -1.583 0.379 1.422
7 C -0.775 -0.579 2.250
8 H 1.084 2.261 -1.564
9 H 2.244 0.983 -2.090
10 H 0.976 1.573 -3.143
11 H 0.022 -0.460 -2.401
12 H 0.731 -0.406 -0.815
13 H -1.403 1.561 -1.652
14 H -1.776 -0.001 -0.963
15 H -1.407 2.233 0.550
16 H 0.217 1.406 0.755
17 H -3.404 -0.040 2.345
18 H -3.508 1.212 0.994
19 H -1.381 -0.983 3.060
20 H 0.098 -0.070 2.648
21 H -0.446 -1.385 1.596
22 H -2.713 4.157 -1.360
23 H -2.667 2.815 -0.703
24 O -3.295 3.513 -0.929
25 H 3.694 -0.733 0.022
26 H 4.830 0.278 0.053
27 O 4.639 -0.647 -0.158
28 H 3.098 1.310 1.243
29 H 2.735 2.119 -0.069
30 O 3.446 1.798 0.486
31 H -2.639 -1.393 0.236
32 H -3.601 -2.493 -0.303
33 O -2.796 -1.999 -0.501
34 H -0.487 -2.621 -2.317
35 H -1.297 -2.769 -1.046
36 O -0.475 -3.096 -1.481
37 H 2.029 -1.530 1.467
38 H 2.865 -0.912 2.632
39 O 2.444 -0.701 1.783
40 H 0.664 -2.782 -0.292
41 H 1.896 -3.391 0.368
42 O 1.190 -2.758 0.547

Forces on the atoms, in the same order (eV/Å):
C 0.16 -0.09 -0.27
C -0.87 -0.15 0.26
C 0.65 0.18 0.14
C -1.70 -1.32 -0.51
C -0.01 -0.32 0.49
C 0.46 0.97 0.29
C -0.55 0.25 -0.33
H 0.18 -0.13 0.25
H 0.10 0.23 0.07
H -0.08 -0.08 -0.01
H 0.16 0.08 -0.11
H 0.36 0.14 -0.08
H 0.05 -0.01 -0.04
H 0.03 0.10 -0.20
H 0.72 0.50 0.18
H 0.03 0.28 -0.05
H -0.14 -0.12 -0.20
H 0.11 0.09 -0.06
H 0.06 -0.13 0.01
H 0.14 -0.13 0.04
H 0.29 -0.18 0.20
H -0.38 0.00 0.08
H -0.31 -0.03 0.00
O 0.58 0.11 -0.15
H 0.26 0.17 0.19
H -0.28 -0.18 -0.14
O 0.27 -0.22 -0.23
H -0.41 -0.03 -0.38
H -0.30 -0.16 0.16
O 0.62 0.35 0.27
H -0.26 0.16 0.21
H 0.15 0.11 0.07
O -0.06 -0.32 -0.16
H 0.20 -0.08 -0.10
H 0.13 -0.28 -0.12
O -0.49 0.27 0.01
H -0.16 0.22 -0.08
H -0.13 0.03 -0.45
O 0.17 0.04 0.65
H 0.02 0.03 0.31
H -0.04 -0.01 0.13
O 0.28 -0.31 -0.35

The SMILES is C=C(C)CCCC.O.O.O.O.O.O.O. The energy above the lowest of the compared OMol25 structures with the same formula, charge and spin comes out at 0.124 eV.

---

# 4
The following is a quantum chemistry calculation of the molecule C14H16N2O2 at a distorted geometry, from the Open Molecules 2025 dataset.

Positions of all 34 atoms, in Å:
1 C -3.947 -1.947 -1.128
2 C -4.764 -1.200 -0.081
3 H -5.534 -1.861 0.321
4 H -5.259 -0.344 -0.543
5 C -3.894 -0.703 1.084
6 C -2.910 0.311 0.626
7 C -1.565 0.253 0.387
8 C -1.245 1.558 -0.073
9 N -2.317 2.306 -0.091
10 O -3.345 1.548 0.343
11 C 0.095 2.035 -0.518
12 O 0.306 2.540 -1.597
13 N 1.054 1.812 0.411
14 H 0.816 1.349 1.274
15 C 2.454 2.091 0.166
16 C 3.249 0.814 0.068
17 C 4.287 0.541 0.946
18 C 4.992 -0.647 0.851
19 C 4.658 -1.576 -0.119
20 C 3.619 -1.312 -0.997
21 C 2.920 -0.123 -0.905
22 H 2.114 0.091 -1.593
23 H 3.357 -2.033 -1.758
24 H 5.206 -2.503 -0.192
25 H 5.802 -0.847 1.536
26 H 4.551 1.264 1.706
27 H 2.846 2.729 0.964
28 H 2.489 2.637 -0.782
29 H -0.908 -0.585 0.496
30 H -4.538 -0.250 1.840
31 H -3.357 -1.541 1.530
32 H -4.593 -2.305 -1.925
33 H -3.445 -2.804 -0.682
34 H -3.193 -1.297 -1.565

Forces on the atoms, in the same order (eV/Å):
C -0.20 0.12 0.06
C 0.15 -0.12 0.02
H -0.06 0.07 0.00
H -0.09 -0.01 0.04
C -0.30 0.23 -0.24
C 0.92 -0.30 0.14
C -0.64 0.19 0.13
C -0.87 -0.37 0.09
N 0.93 0.98 -0.50
O -0.43 -0.63 0.24
C 0.00 0.17 0.17
O -0.07 0.10 -0.26
N 0.17 -0.01 0.30
H -0.13 0.05 -0.09
C 0.05 0.06 -0.15
C 0.07 0.04 0.08
C -0.07 0.09 -0.08
C 0.09 -0.11 0.02
C 0.10 -0.05 0.06
C -0.07 -0.01 -0.07
C 0.03 0.01 0.01
H -0.10 0.02 -0.10
H -0.02 -0.05 -0.07
H 0.04 -0.07 0.00
H 0.06 -0.02 0.05
H 0.01 0.08 0.08
H -0.01 -0.03 -0.13
H 0.04 0.00 0.20
H 0.10 -0.23 0.04
H 0.08 -0.05 0.09
H 0.01 0.06 0.05
H 0.01 -0.07 -0.11
H 0.08 -0.12 0.01
H 0.09 0.01 -0.08

The SMILES is CCCc1cc(C(=O)NCc2ccccc2)no1. The energy above the lowest of the compared OMol25 structures with the same formula, charge and spin comes out at 2.142 eV.

---

| no. | electronic energy (a.u.) | E_HOMO (Ha) | Kohn-Sham gap (eV) |
| --- | --- | --- | --- |
| 1 | -12030.30996 | -0.582 | 5.1 |
| 2 | -891.76057 | -0.334 | 9.2 |
| 3 | -810.16654 | -0.357 | 10.1 |
| 4 | -803.04963 | -0.342 | 10.0 |